(1)
ORCA calculation (ωB97M-V/def2-TZVPD) on a structure of composition C7H19ErN3OS4Sb.

Atoms and positions in Å:
Er (-0.61, -0.39, -0.13)
S (-5.71, 0.35, 0.09)
Sb (-3.54, -0.03, -0.03)
S (-2.50, -1.85, 1.08)
S (-2.00, 1.68, 0.70)
S (-2.44, -0.46, -2.07)
N (0.01, -0.25, 2.38)
C (1.17, -1.01, 2.86)
C (2.46, -0.31, 2.48)
C (2.45, 0.26, 1.08)
N (1.95, -0.73, 0.09)
H (-0.02, 0.70, 2.73)
H (-0.87, -0.68, 2.64)
H (1.12, -2.00, 2.39)
H (1.15, -1.18, 3.94)
H (3.30, -1.00, 2.60)
H (2.66, 0.51, 3.17)
H (3.45, 0.60, 0.82)
H (1.80, 1.13, 1.02)
H (2.43, -1.61, 0.19)
H (2.14, -0.39, -0.84)
C (0.48, 3.48, -1.40)
N (0.25, 2.81, -2.68)
C (-0.23, 3.59, -3.83)
C (0.36, 1.49, -2.75)
C (0.12, 0.79, -4.05)
O (0.66, 0.82, -1.73)
H (0.29, 4.53, -1.54)
H (1.52, 3.35, -1.09)
H (-0.18, 3.09, -0.63)
H (-0.26, 4.63, -3.53)
H (-1.24, 3.29, -4.11)
H (0.44, 3.50, -4.68)
H (0.49, 1.36, -4.91)
H (-0.96, 0.64, -4.16)
H (0.59, -0.18, -4.01)

As for the spin multiplicity: 4. The expectation value of S² is 3.753. The value obtained for the LUMO energy (spin up / spin down) is -0.287 / -0.286 eV. The charge is 0. The calculation puts the frontier orbital gap (spin up / spin down) at 7.21 / 7.22 eV.

natural (NBO) charges, unit e, in atom order:
1. Er 1.409
2. S -0.672
3. Sb 1.398
4. S -0.825
5. S -0.848
6. S -0.822
7. N -0.888
8. C -0.218
9. C -0.423
10. C -0.210
11. N -0.874
12. H 0.394
13. H 0.436
14. H 0.192
15. H 0.197
16. H 0.212
17. H 0.218
18. H 0.196
19. H 0.202
20. H 0.383
21. H 0.411
22. C -0.417
23. N -0.376
24. C -0.409
25. C 0.754
26. C -0.718
27. O -0.767
28. H 0.209
29. H 0.202
30. H 0.252
31. H 0.219
32. H 0.224
33. H 0.206
34. H 0.226
35. H 0.284
36. H 0.243

***

(2)
ORCA calculation (ωB97M-V/def2-TZVPD) on a cluster of 3 separate species, C7H19NO2 in total in a non-equilibrium geometry.

Atoms and positions in Å:
C (-0.58, -2.95, -1.26)
C (0.28, -1.76, -0.83)
C (1.34, -2.19, 0.18)
N (-0.49, -0.60, -0.33)
C (-1.41, -0.90, 0.77)
C (-1.17, 0.14, -1.38)
H (0.05, -3.70, -1.74)
H (-1.06, -3.42, -0.40)
H (-1.35, -2.66, -1.97)
H (0.80, -1.38, -1.72)
H (1.95, -1.34, 0.48)
H (1.99, -2.93, -0.27)
H (0.89, -2.63, 1.07)
H (-1.73, 0.04, 1.21)
H (-2.29, -1.46, 0.44)
H (-0.90, -1.47, 1.54)
H (-0.46, 0.42, -2.15)
H (-1.99, -0.42, -1.84)
H (-1.59, 1.05, -0.94)
C (1.25, 3.99, 0.95)
C (0.14, 3.00, 0.75)
O (-0.66, 2.68, 1.65)
H (1.00, 4.91, 0.43)
H (1.41, 4.19, 2.01)
H (2.17, 3.58, 0.52)
H (-0.11, 2.83, -0.31)
O (1.21, 1.18, 0.93)
H (0.69, 1.27, 1.81)
H (0.65, 0.55, 0.40)

As for the spin multiplicity: 1. The value obtained for the LUMO energy is 0.883 eV. The charge is 0. The calculation puts the frontier orbital gap at 9.94 eV.

natural (NBO) charges, unit e, in atom order:
1. C -0.636
2. C -0.033
3. C -0.622
4. N -0.477
5. C -0.431
6. C -0.413
7. H 0.218
8. H 0.206
9. H 0.208
10. H 0.193
11. H 0.231
12. H 0.213
13. H 0.200
14. H 0.224
15. H 0.176
16. H 0.205
17. H 0.201
18. H 0.174
19. H 0.210
20. C -0.712
21. C 0.479
22. O -0.665
23. H 0.227
24. H 0.225
25. H 0.239
26. H 0.107
27. O -0.949
28. H 0.496
29. H 0.503

***

| no. | calculated total energy (eV) |
| --- | --- |
| 1 | -91590.616 |
| 2 | -13151.374 |